A) ORCA calculation (ωB97M-V with the def2-TZVPD basis set) on a cluster of 5 separate species, C24H44ClN8 in total.

The geometry in XYZ format:
```
77
Properties=species:S:1:pos:R:3
C 5.38406 -3.20334 -0.56942
C 6.11171 -2.69632 0.71159
N 5.32117 -1.64357 1.38995
C 4.22903 -1.87465 2.19040
C 3.71958 -0.63970 2.60033
N 4.58298 0.33418 2.05235
C 5.56380 -0.31323 1.31261
C 4.37320 1.78296 2.19852
H 4.37776 -3.58721 -0.40174
H 5.96525 -4.00252 -1.02946
H 5.31599 -2.39317 -1.29542
H 7.15113 -2.36981 0.67860
H 6.27310 -3.49176 1.43916
H 3.95447 -2.89302 2.42264
H 2.85141 -0.42399 3.20543
H 6.27097 0.20581 0.68259
H 3.32554 1.94924 1.94783
H 4.94180 2.41043 1.51217
H 4.50512 2.16408 3.21116
C 0.11480 4.09975 0.14227
C 0.56631 2.81288 0.87757
N 1.52261 2.05076 -0.01605
C 2.67585 2.47500 -0.67241
C 3.19234 1.52449 -1.54402
N 2.34545 0.43737 -1.42212
C 1.37748 0.75380 -0.47523
C 2.56954 -0.84580 -1.99836
H 0.94342 4.65492 -0.29735
H -0.40471 4.64158 0.93260
H -0.59147 3.93362 -0.67118
H -0.34017 2.23787 1.06668
H 1.13687 2.96335 1.79404
H 3.17359 3.39488 -0.40319
H 4.05447 1.51307 -2.19441
H 0.67196 0.06737 -0.03086
H 3.31329 -0.72843 -2.78649
H 1.61762 -1.23796 -2.35637
H 2.94551 -1.58452 -1.29052
C -5.20305 3.48172 0.76999
C -5.42657 2.92230 2.19907
N -4.18285 2.22324 2.68767
C -3.50798 2.49483 3.87662
C -2.40764 1.61832 3.91208
N -2.48367 0.75029 2.85182
C -3.50644 1.20490 2.05871
C -1.49847 -0.21314 2.47401
H -4.90143 2.73694 0.03350
H -4.36682 4.18085 0.77385
H -6.13694 3.92176 0.42025
H -6.20814 2.16511 2.13647
H -5.65464 3.72981 2.89480
H -3.81174 3.40429 4.37362
H -1.57320 1.61989 4.59771
H -3.80583 0.83974 1.08741
H -1.78754 -1.03535 3.12862
H -0.48194 0.12372 2.67716
H -1.54163 -0.43233 1.40715
C -4.92782 -0.51713 -3.68142
C -4.73824 -1.47146 -2.52735
N -3.64753 -2.35746 -2.78184
C -3.74055 -3.48454 -3.53212
C -2.46224 -4.03424 -3.67385
N -1.68992 -3.23975 -2.88483
C -2.44255 -2.27491 -2.24645
C -0.22728 -3.47052 -2.80780
H -5.82088 0.08539 -3.51556
H -4.96053 -1.00889 -4.65363
H -4.09766 0.18739 -3.73210
H -5.61348 -2.11798 -2.46374
H -4.63203 -0.97255 -1.56406
H -4.65494 -3.82981 -3.99157
H -1.99327 -4.89386 -4.12939
H -2.02689 -1.58257 -1.52931
H 0.28118 -3.46108 -3.77190
H -0.14711 -4.42208 -2.28224
H 0.10998 -2.60547 -2.23679
Cl 0.81543 -2.74376 0.73151
```

2S+1 = 1
Total charge = +3
Highest occupied orbital energy = -14.81 eV

Calculated atomic charges, method Löwdin, unit e: -0.042 -0.133 -0.059 -0.003 0.016 -0.077 0.030 0.005 0.075 0.090 0.061 0.134 0.132 0.143 0.129 0.166 0.058 0.102 0.111 -0.045 -0.129 -0.031 -0.047 0.020 -0.082 0.016 -0.017 0.082 0.087 0.086 0.104 0.119 0.136 0.145 0.082 0.113 0.076 0.065 -0.059 -0.114 -0.044 0.041 0.002 -0.106 0.006 -0.024 0.060 0.080 0.095 0.131 0.132 0.141 0.140 0.150 0.123 0.090 0.071 -0.052 -0.183 -0.082 0.019 0.035 -0.094 0.019 0.008 0.092 0.093 0.080 0.138 0.124 0.150 0.151 0.151 0.110 0.111 0.023 -0.526

B) ORCA calculation (ωB97M-V with the def2-TZVPD basis set) on a structure of composition C24H44ClN8.

The geometry in XYZ format:
```
77
Properties=species:S:1:pos:R:3
C 0.39317 -5.96797 2.54077
C 0.01334 -4.93048 3.60451
N 0.29496 -3.51554 3.25616
C 0.11731 -2.95021 2.04883
C 0.32261 -1.62053 2.10431
N 0.81650 -1.39003 3.39606
C 0.57608 -2.49254 4.15055
C 1.27662 -0.07743 3.89423
H 1.39678 -5.78326 2.15764
H -0.26275 -5.83255 1.68082
H 0.32158 -7.00622 2.86483
H 0.71551 -5.14318 4.41062
H -1.03571 -4.98110 3.89612
H -0.19324 -3.50854 1.17806
H 0.16477 -0.88716 1.32736
H 0.80652 -2.71582 5.18179
H 1.51539 0.59736 3.07219
H 2.18551 -0.24628 4.47173
H 0.49957 0.36259 4.51926
C -3.93352 1.95889 -0.44153
C -3.36128 1.13965 -1.51571
N -2.13904 1.68774 -2.10716
C -0.82522 1.53568 -1.59482
C -0.02156 2.44194 -2.25981
N -0.79940 3.10612 -3.18849
C -2.08985 2.73104 -3.01717
C -0.30793 3.96332 -4.20366
H -3.82541 3.04352 -0.43965
H -3.47660 1.68786 0.51024
H -4.97180 1.65488 -0.30870
H -4.09120 1.05895 -2.32119
H -3.26746 0.10086 -1.19914
H -0.56164 0.89181 -0.76877
H 1.05464 2.41824 -2.17244
H -2.98902 3.11070 -3.47949
H -0.54453 4.94961 -3.80448
H -1.12078 3.97956 -4.92968
H 0.73556 3.92549 -4.51638
C 0.36424 2.17478 2.27312
C -0.23766 2.01737 0.91322
N -0.50946 3.37745 0.25277
C 0.45747 4.33311 -0.15670
C -0.10203 5.54650 -0.50810
N -1.46525 5.42569 -0.19259
C -1.67212 4.13430 0.22451
C -2.38534 6.58911 -0.06629
H -0.15553 2.55554 3.15231
H 1.26528 2.78815 2.27373
H 0.67239 1.21455 2.68676
H -1.17398 1.45995 0.88691
H 0.36065 1.45078 0.19972
H 1.44405 3.89949 -0.22771
H 0.41526 6.38066 -0.95864
H -2.62188 3.89079 0.67733
H -3.20051 6.34475 0.61480
H -2.88249 7.11376 -0.88219
H -1.78048 7.32968 0.45696
C 2.36162 -2.21412 1.15320
C 1.55295 -2.08999 -0.20415
N 1.88261 -3.00343 -1.18045
C 3.17865 -3.14604 -1.64526
C 3.28443 -3.95747 -2.75504
N 1.96834 -4.49580 -2.93005
C 1.16825 -3.86895 -1.99825
C 1.59494 -5.34302 -4.09962
H 3.40911 -2.08176 0.88239
H 2.15904 -3.17286 1.63057
H 2.02617 -1.39942 1.79495
H 1.64782 -1.08007 -0.60311
H 0.48246 -2.20344 -0.03305
H 3.97794 -2.65713 -1.10813
H 4.12528 -4.26114 -3.36097
H 0.09876 -3.73492 -1.93036
H 1.83866 -6.39547 -3.95453
H 2.06226 -5.02917 -5.03301
H 0.52661 -5.18771 -4.25011
Cl 0.47288 -0.00115 0.00759
```

2S+1 = 1
Total charge = +3
Highest occupied orbital energy = -15.05 eV

Calculated atomic charges, method Löwdin, unit e: -0.056 -0.135 -0.029 -0.116 -0.179 -0.062 0.068 0.025 0.080 0.068 0.099 0.129 0.139 0.143 -0.077 0.172 0.055 0.125 0.125 -0.079 -0.176 0.002 -0.099 -0.029 -0.092 0.030 0.015 0.062 0.075 0.106 0.134 0.142 -0.126 0.147 0.172 0.100 0.113 0.127 -0.060 -0.306 -0.018 -0.028 0.010 -0.069 -0.010 0.028 0.107 0.107 -0.021 0.107 -0.166 0.137 0.143 0.136 0.101 0.105 0.108 -0.014 -0.359 -0.044 -0.013 0.046 -0.063 0.039 0.028 0.091 0.093 0.057 -0.012 0.062 0.133 0.142 0.159 0.107 0.106 0.099 0.729

Most stable one: A), least stable one: B).

A) ORCA calculation (ωB97M-V with the def2-TZVPD basis set) on a cluster of 2 separate species, C6H15N3 in total.

The geometry in XYZ format:
```
24
Properties=species:S:1:pos:R:3
C -0.23663 -0.75779 -3.23424
C 2.46484 0.54664 0.91176
C 3.90823 0.65941 1.43430
C -1.47996 0.90757 0.90670
C -2.37914 -1.33097 0.56938
C -1.87866 -0.08908 -0.18916
N -1.04982 -0.50884 -2.26310
N 2.16309 -0.57588 0.44638
N -0.75898 -0.38248 -1.03292
H -0.59064 -1.26893 -4.10962
H 0.84755 -0.56831 -3.05122
H 1.95835 1.46312 0.67506
H 4.21253 1.46167 0.72043
H 4.41331 -0.25258 1.32791
H 3.96372 0.87103 2.54395
H -0.54512 0.64954 1.17658
H -1.56430 1.87109 0.43361
H -2.19846 0.93119 1.70177
H -1.56266 -1.99069 0.63102
H -3.13453 -2.05270 0.09079
H -2.54223 -1.03981 1.60297
H -2.68183 0.26832 -1.02260
H -2.03157 -0.50634 -2.55422
H 1.38350 -0.44917 -0.12668
```

2S+1 = 1
Total charge = 0
Highest occupied orbital energy = -7.64 eV

Calculated atomic charges, method Löwdin, unit e: -0.015 -0.310 -0.092 -0.054 -0.073 -0.447 -0.161 0.097 -0.017 0.053 0.084 0.093 0.081 0.036 0.081 0.022 0.075 0.070 0.048 0.100 0.059 0.155 0.149 -0.034

B) ORCA calculation (ωB97M-V with the def2-TZVPD basis set) on an isolated molecule of C6H15N3.

The geometry in XYZ format:
```
24
Properties=species:S:1:pos:R:3
C 0.42909 0.36623 -0.46152
C 0.58674 0.63050 2.62304
C -0.59663 -0.37640 -2.51956
C -0.39682 1.95474 -2.07057
N 0.94568 -0.46443 1.75783
N -0.56738 0.63909 -1.48360
C -0.06502 -0.47184 0.70527
N 1.15542 -1.63346 2.52557
C -0.98452 -1.44624 0.61564
H 0.28846 -2.00044 2.92811
H 1.54178 -2.34351 1.91193
H 1.31549 -0.14293 -0.88026
H 0.77825 1.31298 -0.04477
H -0.10050 1.21092 1.84162
H -0.08029 0.35189 3.44985
H 1.48997 1.13241 2.96500
H -1.47305 -0.22208 -3.14934
H -0.66057 -1.36180 -2.06969
H 0.30065 -0.34923 -3.15857
H -1.19458 2.12466 -2.79382
H 0.56889 2.06997 -2.58999
H -0.47715 2.71571 -1.29525
H -1.09134 -2.21476 1.36530
H -1.71256 -1.48196 -0.17223
```

SMILES string = C=C(CN(C)C)N(C)N
2S+1 = 1
Total charge = 0
Highest occupied orbital energy = -8.46 eV

Calculated atomic charges, method Löwdin, unit e: -0.176 -0.090 -0.112 -0.112 -0.265 -0.271 -0.326 0.025 0.068 0.067 0.084 0.136 0.109 0.121 0.081 0.078 0.085 0.068 0.087 0.082 0.088 0.082 0.044 0.050

Most stable one: B), least stable one: A).

A) ORCA calculation (ωB97M-V with the def2-TZVPD basis set) on an isolated molecule of C2H3OPS.

The geometry in XYZ format:
```
8
Properties=species:S:1:pos:R:3
C 0.49529 -1.53475 0.85218
C 0.59150 -0.36005 0.81127
O -1.37481 0.30700 -1.49804
P 0.55240 1.44515 0.59381
S -1.33240 1.62817 -0.38721
H 0.44505 -2.59806 1.12528
H -0.88027 -0.30789 -0.99858
H 1.50324 1.42043 -0.49871
```

SMILES string = C#CPSO
2S+1 = 1
Total charge = 0
Highest occupied orbital energy = -9.31 eV

Calculated atomic charges, method Löwdin, unit e: 0.020 -0.489 -0.497 0.549 0.509 0.053 -0.076 -0.070

B) ORCA calculation (ωB97M-V with the def2-TZVPD basis set) on an isolated molecule of C2H3OPS.

The geometry in XYZ format:
```
8
Properties=species:S:1:pos:R:3
C -0.27219 -0.62696 0.09146
C 1.03780 0.25838 -0.35342
O -0.12794 -1.65331 0.67168
P -1.94312 -0.05495 -0.37767
S -2.38090 1.11870 1.05757
H 1.71217 -0.58209 -0.64407
H 0.63470 0.93683 -1.06946
H 1.33948 0.60340 0.62392
```

SMILES string = CC(=O)P=S
2S+1 = 1
Total charge = 0
Highest occupied orbital energy = -8.69 eV

Calculated atomic charges, method Löwdin, unit e: -0.787 -0.036 -0.002 0.469 0.168 0.087 0.035 0.066

Most stable one: B), least stable one: A).